C5H15N2 | ωB97M-V with the def2-TZVPD basis set

Last column: Mulliken charge in e.
Cartesian coordinates (Å):
C 0.01 -1.36 0.28  -0.962
N -1.34 -0.89 0.59  -0.245
C -2.05 -0.21 1.71  -0.982
C 0.57 -0.29 -0.69  0.114
N 0.62 1.00 0.10  -0.105
C 0.23 2.18 -0.82  -0.837
C 1.99 -0.65 -1.29  -1.199
H -0.09 -2.35 -0.15  0.470
H 0.66 -1.39 1.16  0.355
H -2.08 -1.36 0.09  0.196
H -1.41 0.03 2.56  0.322
H -2.50 0.65 1.19  0.370
H -2.93 -0.74 2.10  0.286
H -0.15 -0.27 -1.52  0.371
H 1.50 0.97 0.61  0.413
H -0.14 1.06 0.78  0.315
H 0.95 2.21 -1.63  0.337
H -0.75 1.91 -1.22  0.354
H 0.09 3.01 -0.12  0.357
H 2.05 -1.71 -1.09  0.381
H 1.95 -0.54 -2.38  0.334
H 2.76 -0.02 -0.87  0.354

Output
Total charge: +1
Strongest force on any atom: 2.31 eV/Å
Frontier orbital gap: 9.48 eV
SMILES: CNC[C@H](C)[NH2+]C